# 1
149
Properties=species:S:1:pos:R:3:forces:R:3 method="wB97M-V/def2-TZVPD" homo_lumo_gap_ev=7.223 homo_ev=-9.17 molar_mass_g_mol=1260.256
C -2.09049 -1.10679 2.67774 -0.37 -0.11 -0.58
C -2.56877 -2.36804 1.94597 0.28 0.59 -0.11
C -1.61135 -3.55661 2.00522 -0.71 -0.90 0.39
C -1.01580 -3.84472 3.40456 0.69 0.86 -0.94
C 0.45926 -3.35824 3.42260 -0.75 -0.55 1.12
C 1.45932 -4.51182 3.26959 0.31 0.50 -0.74
C 2.79342 -4.11270 2.58945 -0.15 0.16 0.36
C 3.12932 -2.60549 2.63744 0.14 -0.54 -0.98
C 2.68332 -1.93785 1.29397 0.40 -0.02 1.71
C 3.88299 -1.87246 0.36009 -0.50 0.16 -0.49
C 3.62658 -1.25073 -1.05071 0.08 -0.30 0.94
Si 1.88562 -0.64829 -1.41518 0.03 -0.38 -1.18
C 1.91621 -0.01533 -3.21534 -0.05 0.03 0.86
C 1.03164 1.22056 -3.40751 0.41 -0.02 -0.79
C 0.98241 1.71533 -4.85820 -0.68 0.43 0.45
C 0.09677 0.87289 -5.77989 0.28 -0.77 -0.06
N 0.73684 -0.27132 -6.46069 -0.22 1.67 0.00
C 1.74214 0.03904 -7.41049 0.09 -0.82 0.53
N 2.41804 -0.87943 -7.93862 0.72 -0.83 -0.50
N 2.04446 1.35583 -7.79141 -0.80 0.30 -0.20
O 1.35358 0.63251 -0.46666 0.92 -0.14 -0.17
Si 2.50013 1.69555 0.11882 -0.65 -0.31 0.65
C 3.60458 2.48039 -1.21287 0.34 -0.06 0.06
O 5.01304 2.29229 -0.87385 -1.22 -0.16 0.62
C 5.84652 2.67308 -1.82680 0.64 -0.01 0.24
F 5.51665 3.81995 -2.40356 -0.37 0.78 -0.44
F 5.97212 1.77082 -2.79462 -0.18 -0.61 -0.72
F 7.03604 2.82798 -1.28193 0.94 0.08 0.38
C 0.60077 -2.07541 -1.41283 -0.21 0.76 -0.43
I 1.52301 -4.02421 -1.59659 -0.10 0.16 0.27
C -0.50322 -1.88755 -2.50680 0.00 -0.89 0.11
C -0.39903 -2.73743 -3.78216 -0.60 0.94 -0.33
H -2.79078 -0.29750 2.46676 0.00 0.14 0.00
H -2.07338 -1.23592 3.75713 0.33 0.01 0.07
H -1.13375 -0.78390 2.27130 0.26 0.04 0.34
H -3.56995 -2.61096 2.30151 0.03 -0.34 0.07
H -2.66783 -2.09725 0.89181 -0.21 -0.02 -0.09
H -2.18001 -4.43114 1.67522 -0.01 -0.03 -0.11
H -0.82479 -3.43613 1.25903 0.22 0.06 0.04
H -1.59995 -3.28005 4.12276 -0.08 -0.17 0.28
H -1.06828 -4.89328 3.67439 -0.06 -0.10 0.00
H 0.55149 -2.58398 2.66852 0.27 0.09 0.00
H 0.62258 -2.91707 4.40735 0.23 0.37 -0.10
H 1.66927 -4.93522 4.24967 -0.20 -0.17 0.05
H 0.99446 -5.26561 2.63365 -0.02 -0.30 0.19
H 3.62900 -4.68622 2.98805 -0.07 -0.14 0.24
H 2.72206 -4.41979 1.54646 0.13 0.12 -0.18
H 2.71336 -2.08884 3.49776 -0.11 -0.11 0.10
H 4.21423 -2.52973 2.70456 0.10 0.24 0.11
H 1.87184 -2.56128 0.92761 -0.05 0.16 -0.40
H 2.27775 -0.96193 1.57056 0.02 0.17 -0.46
H 4.25104 -2.89258 0.24581 0.10 -0.07 -0.05
H 4.67187 -1.31546 0.86183 0.06 0.09 0.06
H 3.82849 -2.02636 -1.79135 -0.15 0.06 -0.25
H 4.39411 -0.49651 -1.23283 -0.16 0.29 -0.13
H 1.67724 -0.86603 -3.85494 -0.13 0.07 -0.12
H 2.94380 0.26819 -3.46001 0.09 -0.08 -0.09
H 1.47075 2.02330 -2.82292 -0.16 0.12 0.18
H 0.01199 1.11148 -3.03911 -0.01 -0.12 0.11
H 0.54142 2.71653 -4.82753 0.00 0.08 -0.03
H 1.99400 1.85625 -5.22749 0.11 -0.19 -0.19
H -0.38680 1.45963 -6.55786 0.02 0.26 0.02
H -0.72614 0.45627 -5.19747 -0.08 0.02 0.08
H 1.02910 -0.98741 -5.81440 0.01 -0.14 -0.19
H 2.13162 -1.78783 -7.57506 0.07 0.00 0.00
H 2.81969 1.74457 -7.27696 0.03 0.02 -0.12
H 1.24276 1.97089 -7.79931 0.21 0.15 0.26
H 1.80377 2.77287 0.85045 -0.05 0.03 -0.20
H 3.31607 0.97121 1.11191 0.29 0.10 -0.19
H 3.44818 2.10253 -2.22214 -0.18 -0.08 0.02
H 3.40716 3.55182 -1.21752 -0.07 0.08 -0.12
H 0.08767 -2.06286 -0.45489 0.14 -0.27 0.22
H -1.44661 -2.16545 -2.03887 -0.16 0.09 0.02
H -0.61606 -0.85358 -2.82471 0.25 0.19 0.31
H -1.06296 -2.27342 -4.51887 -0.02 -0.02 -0.07
H -0.78315 -3.73918 -3.64885 0.33 -0.31 0.12
H 0.58859 -2.73235 -4.23402 0.19 -0.27 0.13
C -4.93013 -6.21178 2.73988 -0.08 0.03 -0.11
C -5.36592 -7.32356 2.15252 0.03 0.05 0.03
C -4.77094 -8.64554 2.46816 -0.06 -0.05 -0.06
O -5.16575 -9.65909 1.93232 0.02 0.02 0.03
C -3.67155 -8.68110 3.46568 0.05 0.03 0.05
C -3.23548 -7.57016 4.05338 0.02 -0.07 0.00
C -3.83182 -6.24912 3.73678 -0.08 0.08 -0.04
O -3.43926 -5.23372 4.26938 -0.09 -0.08 0.13
H -5.34992 -5.23575 2.52399 0.04 0.02 0.06
H -6.16636 -7.31827 1.42366 0.01 -0.04 0.00
H -3.25118 -9.65494 3.68249 -0.03 -0.02 -0.03
H -2.43463 -7.57533 4.78228 0.00 0.04 0.00
C -3.93754 -1.71552 -9.62573 -0.03 -0.05 -0.05
C -3.37668 -2.46471 -10.57099 -0.07 0.03 0.04
C -1.90403 -2.48963 -10.76208 0.06 -0.04 -0.04
O -1.39493 -3.17172 -11.62515 -0.04 0.01 0.02
C -1.08271 -1.64772 -9.85728 0.05 0.03 0.04
C -1.64559 -0.89859 -8.91238 0.03 0.02 -0.08
C -3.11514 -0.87414 -8.72157 0.00 0.04 0.05
O -3.62736 -0.19229 -7.85759 0.01 -0.02 -0.02
H -5.00863 -1.68332 -9.47083 0.01 0.03 0.03
H -3.95900 -3.08570 -11.23989 0.04 -0.01 -0.02
H -0.01039 -1.67804 -10.00947 0.00 0.00 -0.01
H -1.06192 -0.28039 -8.24339 -0.01 -0.06 0.05
C -2.72645 4.98296 0.32876 -0.03 -0.05 -0.05
C -2.12310 4.32478 -0.65767 -0.06 0.02 0.01
C -0.64660 4.34304 -0.80277 0.08 -0.03 0.06
O -0.09304 3.74087 -1.70039 0.01 -0.01 -0.05
C 0.13025 5.11743 0.19322 0.04 0.02 0.00
C -0.47004 5.77257 1.18126 -0.24 0.03 -0.07
C -1.94607 5.75791 1.32722 0.00 -0.01 0.01
O -2.49548 6.35360 2.22974 0.01 -0.01 -0.04
H -3.80213 4.98365 0.45230 0.00 0.02 0.03
H -2.67260 3.75150 -1.39376 0.04 -0.01 -0.02
H 1.20655 5.11583 0.07357 -0.02 0.01 0.01
H 0.08293 6.33634 1.91446 0.02 -0.02 0.03
C 1.85007 2.70056 5.57385 -0.01 0.05 0.05
C 2.53550 3.48334 6.40300 -0.05 -0.02 -0.02
C 3.97483 3.76837 6.17943 0.00 -0.03 0.08
O 4.60006 4.48235 6.93434 0.00 0.05 -0.05
C 4.62006 3.14745 4.99562 -0.01 -0.04 -0.05
C 3.93459 2.36468 4.16647 0.09 0.04 -0.01
C 2.49520 2.08083 4.39019 -0.05 -0.02 -0.07
O 1.87036 1.37292 3.63031 -0.03 -0.03 0.01
H 0.79988 2.48094 5.71873 0.00 -0.02 -0.04
H 2.08272 3.94591 7.27085 0.04 0.02 0.01
H 5.67004 3.36796 4.84946 0.02 0.01 0.04
H 4.38698 1.90284 3.29732 -0.04 -0.02 -0.01
C 2.52711 9.36511 4.12834 -0.06 -0.01 -0.05
C 2.00078 8.40038 3.37923 -0.01 0.03 0.00
C 2.57496 7.03323 3.37281 0.07 -0.05 0.04
O 2.09673 6.14949 2.68806 0.18 0.05 0.07
C 3.75537 6.78041 4.23303 0.00 0.03 0.03
C 4.28298 7.74401 4.98295 0.03 -0.08 -0.01
C 3.70978 9.11368 4.99054 0.04 0.05 0.06
O 4.18730 9.99194 5.67386 -0.02 -0.03 -0.04
H 2.12371 10.36944 4.14696 0.03 0.01 0.03
H 1.13818 8.56559 2.74564 0.00 -0.02 0.00
H 4.15796 5.77520 4.21387 -0.02 0.02 -0.05
H 5.14487 7.57889 5.61694 -0.02 0.01 0.03
C -8.50080 -0.43287 3.91879 -0.02 -0.08 -0.02
C -8.00534 -1.60063 3.51845 -0.06 0.03 0.02
C -6.55163 -1.78001 3.28376 0.03 -0.04 -0.01
O -6.10145 -2.84563 2.91611 -0.04 0.04 -0.01
C -5.67048 -0.60706 3.51443 -0.01 0.01 0.01
C -6.16671 0.56060 3.91473 0.05 -0.05 -0.03
C -7.62084 0.74019 4.14942 -0.03 0.09 0.03
O -8.07347 1.80302 4.51595 0.01 -0.04 -0.02
H -9.55823 -0.28176 4.09469 0.01 0.04 0.01
H -8.63119 -2.46701 3.34575 0.03 -0.02 -0.01
H -4.61307 -0.75591 3.33954 -0.05 -0.05 0.02
H -5.54108 1.42722 4.08758 -0.03 0.02 0.01


# 2
180
Properties=species:S:1:pos:R:3:forces:R:3 method="wB97M-V/def2-TZVPD" homo_lumo_gap_ev=5.566 homo_ev=-10.51 total_charge=+1 molar_mass_g_mol=1672.798
C 1.31129 -4.13517 0.23936 -0.87 0.33 0.99
C 0.13793 -4.20581 1.34305 0.35 0.22 -0.64
O -0.85378 -5.11253 0.82623 0.08 -0.05 0.88
C -0.66816 -6.48232 1.25406 -0.52 0.26 -1.47
C -1.08543 -7.36182 -0.00781 1.41 -1.03 2.09
O -2.51608 -7.36602 -0.17068 0.81 1.17 -1.29
C -2.93294 -6.41873 -1.15293 -1.13 0.71 -0.75
C -3.55067 -5.08980 -0.51504 0.59 -0.60 1.69
O -4.75131 -4.62573 -1.16674 0.39 0.84 -0.62
C -4.46939 -3.75817 -2.26364 -0.29 -0.61 -0.89
C -4.57452 -2.22300 -1.92034 -0.88 2.40 0.97
C -5.87212 -1.78910 -1.26751 2.07 2.19 -1.49
C -7.04898 -2.75707 -0.93176 -0.56 -0.45 2.41
O -7.28263 -2.94190 0.25510 0.80 0.38 -2.68
O -7.80914 -3.34924 -1.93613 1.31 0.10 1.56
C -8.47204 -4.53344 -1.43969 0.42 -1.16 -0.78
O -9.70889 -4.15128 -0.81488 0.19 -1.73 -0.46
C -10.38048 -5.24295 -0.28409 -1.11 0.68 0.76
F -10.24840 -6.40671 -1.00869 -0.07 1.70 1.01
F -11.72176 -4.89927 -0.24698 2.44 -0.83 0.07
F -9.94250 -5.47796 1.00271 -0.76 0.02 -1.99
C -6.01381 -0.33433 -0.92272 2.31 -1.27 -1.32
Br -7.66571 0.23279 -0.03746 1.71 -0.41 -0.86
C -4.90381 0.62391 -1.27332 -1.40 -1.81 0.23
B -5.17685 2.19021 -0.84546 -0.46 1.39 0.04
O -4.35607 2.87833 0.08754 -1.59 -1.50 -0.83
O -6.29376 2.80411 -1.42938 2.22 -0.74 1.66
C -6.74198 3.98280 -0.70115 -1.44 1.51 0.04
C -7.42460 3.67659 0.69317 -0.01 0.81 0.05
N -3.70613 0.20728 -1.92263 -2.01 -2.44 0.60
C -2.68327 1.24260 -2.26724 1.55 1.64 -0.30
O -1.97891 1.73033 -1.10083 0.32 -1.38 -1.38
C -0.77229 0.99159 -0.89965 3.00 -1.95 1.09
C 0.48346 1.18403 -1.79029 -0.41 -1.68 2.07
C 1.73049 0.39798 -1.52483 -3.14 -0.40 2.24
C 1.72439 -0.55033 -0.35677 -2.30 1.51 -0.46
C 0.50851 -0.71767 0.51490 -0.16 1.74 -1.88
C -0.77524 0.02896 0.26786 3.08 0.99 -2.80
C -3.53149 -1.17478 -2.21727 -1.51 -1.27 0.64
Br -1.87983 -1.85887 -3.05978 -1.59 1.11 0.91
H 0.87119 -4.54017 -0.71701 0.66 0.33 0.99
H 2.19283 -4.73454 0.61189 -0.93 0.76 -0.77
H 1.56362 -3.05058 0.07802 0.15 -1.29 0.12
H 0.54230 -4.51437 2.35067 -0.84 0.30 -1.48
H -0.38270 -3.21015 1.48462 0.52 -1.03 -0.35
H 0.41244 -6.61346 1.54125 -1.14 -0.30 -0.18
H -1.40258 -6.67701 2.08903 1.01 -0.10 -0.63
H -0.50734 -7.07081 -0.92427 -0.90 0.04 0.92
H -0.76287 -8.42181 0.24252 -0.56 1.16 -0.40
H -2.11541 -6.09301 -1.86177 -0.52 -0.68 0.81
H -3.73939 -6.92421 -1.78159 0.79 0.72 0.79
H -2.79461 -4.25361 -0.41989 -0.72 -0.94 -0.28
H -3.84068 -5.35726 0.55197 0.24 0.34 -1.36
H -3.49759 -4.08087 -2.72579 -0.81 0.86 0.39
H -5.27402 -3.96690 -3.04374 0.91 0.43 0.90
H -8.63020 -5.18127 -2.35962 -0.16 1.07 1.04
H -7.81858 -5.14406 -0.74938 -0.58 1.10 -0.46
H -4.14481 2.32077 0.85727 0.39 0.26 -0.50
H -7.54918 4.45702 -1.34715 1.06 -0.73 0.64
H -5.92383 4.76750 -0.62812 -0.83 -1.24 0.11
H -8.38049 3.07373 0.59827 1.37 0.56 0.00
H -7.75089 4.68245 1.11449 0.44 -1.15 -0.55
H -6.72067 3.24216 1.46253 -0.80 0.25 -0.97
H -1.88854 0.86680 -2.96699 -1.26 -0.25 0.57
H -3.15103 2.13490 -2.79444 0.02 -1.23 0.98
H 0.50686 1.91280 -2.65461 -0.34 -0.86 1.26
H 2.63853 0.53413 -2.17128 -1.14 -0.16 0.80
H 2.64381 -1.14950 -0.11673 -1.12 0.76 -0.23
H 0.55246 -1.40960 1.39279 0.11 0.80 -1.00
H -1.70584 -0.08053 0.88708 1.23 0.07 -0.63
C 5.27451 -3.52774 3.93292 0.56 0.26 0.51
C 5.37207 -3.65238 2.44378 0.48 0.01 -0.55
O 4.24587 -4.46678 2.11688 -0.53 -0.18 0.56
C 3.34381 -4.31873 3.11832 -0.28 -0.01 0.09
O 2.21978 -4.72646 3.08035 1.05 -0.08 0.47
O 3.87283 -3.64402 4.16837 -0.20 -0.42 -0.37
H 5.65320 -2.57316 4.29593 -0.22 -0.01 -0.04
H 5.78948 -4.33700 4.45855 -0.07 -0.02 -0.05
H 5.27124 -2.69802 1.93905 -0.17 -0.23 0.08
H 6.30000 -4.12603 2.12393 -0.18 -0.09 -0.08
C -0.94536 4.56592 0.04027 -1.10 -0.31 -0.14
C -0.66999 6.02381 0.25435 -0.41 0.62 -0.09
O 0.61480 6.00983 0.86662 0.20 -0.53 -0.14
C 1.21516 4.83932 0.51031 0.78 -0.15 0.20
O 2.35955 4.58129 0.71534 -0.45 0.05 -0.14
O 0.33719 3.99958 -0.10856 0.65 0.42 0.16
H -1.55087 4.38364 -0.84699 0.11 -0.12 0.06
H -1.43085 4.10410 0.90458 -0.04 0.03 -0.04
H -0.61043 6.58091 -0.68477 0.03 -0.03 0.04
H -1.40602 6.50111 0.90106 0.21 0.02 0.07
C 3.65045 0.34738 6.40441 0.40 0.46 0.34
C 2.63431 -0.60604 6.96366 -0.16 -0.16 0.70
O 1.89326 -0.99193 5.81126 0.29 0.17 -0.40
C 2.69566 -0.79941 4.73203 -0.20 -0.35 -0.78
O 2.44196 -1.17781 3.62708 0.03 0.34 0.50
O 3.82407 -0.12050 5.07092 -0.36 -0.30 -0.08
H 4.59304 0.32213 6.95100 0.02 -0.03 -0.22
H 3.28592 1.37778 6.37282 -0.01 -0.06 -0.02
H 3.09223 -1.49588 7.40378 -0.01 0.03 -0.06
H 1.98587 -0.13874 7.70458 -0.11 -0.10 -0.17
C 4.88517 1.52597 1.26842 -0.54 0.61 0.03
C 5.93135 1.33730 0.20868 0.08 0.41 -0.54
O 6.83540 0.41810 0.81531 -0.23 -0.31 0.38
C 6.14108 -0.26257 1.76353 0.15 -0.12 0.30
O 6.55526 -1.22322 2.34502 0.16 0.86 -0.23
O 4.91683 0.28399 1.96709 0.56 -0.39 -0.15
H 3.89540 1.71330 0.85156 0.00 -0.14 0.17
H 5.13417 2.33022 1.96533 0.00 -0.05 -0.04
H 5.52838 0.88708 -0.70312 0.02 -0.03 0.05
H 6.43694 2.26736 -0.04980 0.13 -0.17 0.07
C 3.10897 8.54956 0.08217 -0.02 -0.78 -0.14
C 3.03869 9.39039 1.32004 -0.08 -0.22 0.74
O 3.45992 10.67174 0.85552 -0.11 0.08 -0.67
C 3.21906 10.71588 -0.48006 0.07 0.29 -0.12
O 3.30031 11.70495 -1.14757 -0.04 -0.31 0.21
O 2.87268 9.49477 -0.96102 0.00 0.68 0.15
H 2.35659 7.76186 0.06980 0.03 0.11 -0.13
H 4.08975 8.10347 -0.06437 -0.13 0.16 -0.05
H 2.02151 9.47359 1.71389 0.02 0.04 -0.08
H 3.69378 9.02571 2.10831 0.04 0.18 -0.13
C 7.92033 6.30337 0.58710 0.68 -0.51 -0.18
C 7.88124 7.79908 0.68772 0.59 0.41 -0.17
O 6.48674 8.07209 0.80539 -0.35 -0.39 0.17
C 5.89627 6.95198 1.30003 -0.27 -0.25 0.28
O 4.76195 6.89996 1.67322 0.57 -0.13 0.05
O 6.75870 5.90448 1.31493 -0.49 0.53 0.02
H 8.82161 5.87899 1.02805 -0.31 -0.06 -0.03
H 7.82914 5.95052 -0.44400 -0.06 0.06 0.04
H 8.39161 8.17289 1.57962 -0.07 -0.03 -0.01
H 8.30114 8.28835 -0.19059 -0.21 0.07 0.06
C 12.23760 6.95236 4.07957 0.45 0.44 0.39
C 11.15510 6.05306 4.60213 -0.14 -0.15 0.75
O 10.37702 5.78581 3.43891 0.22 0.13 -0.45
C 11.18523 5.97131 2.36244 0.13 -0.12 -0.42
O 10.89466 5.66996 1.24307 0.16 0.14 0.45
O 12.36274 6.54110 2.72127 -0.51 -0.28 -0.15
H 13.17964 6.82624 4.61233 0.01 -0.03 -0.23
H 11.95446 8.00796 4.10445 -0.01 -0.06 -0.03
H 11.54548 5.10901 4.99090 -0.01 0.04 -0.07
H 10.55105 6.53029 5.37339 -0.12 -0.08 -0.18
C -8.65872 -4.80785 -5.76442 0.52 0.53 0.26
C -9.74631 -5.72544 -5.29733 -0.33 -0.27 0.64
O -10.48712 -5.97298 -6.48473 0.38 0.19 -0.20
C -9.64749 -5.75523 -7.53623 -0.28 -0.26 -0.84
O -9.89841 -6.03045 -8.66501 0.14 0.14 0.51
O -8.48156 -5.18054 -7.12369 -0.32 -0.20 0.06
H -7.73251 -4.93992 -5.20346 0.05 -0.01 -0.20
H -8.95289 -3.75528 -5.72261 -0.02 -0.04 0.00
H -9.35764 -6.67506 -4.91770 -0.01 0.02 -0.04
H -10.37618 -5.26830 -4.53315 -0.14 -0.09 -0.17
C 1.49258 -7.45600 -4.65218 -0.04 -0.19 -0.67
C 1.69838 -6.13525 -3.96701 0.15 0.61 -0.25
O 1.33039 -6.41467 -2.62066 -0.07 -0.34 -0.05
C 1.48400 -7.75509 -2.43044 0.17 -0.59 0.61
O 1.42164 -8.29617 -1.37143 0.09 0.29 -0.52
O 1.71850 -8.39456 -3.60710 -0.07 0.36 0.33
H 2.19080 -7.61424 -5.47380 -0.01 -0.16 0.15
H 0.47194 -7.58054 -5.02472 0.03 0.01 0.04
H 2.74202 -5.81033 -3.98810 -0.04 -0.05 0.02
H 1.07344 -5.34568 -4.38511 -0.02 -0.02 0.21
C -3.10018 -12.03443 0.28754 -0.54 -0.34 -0.09
C -2.80309 -10.57421 0.47350 -0.45 0.53 -0.10
O -1.52164 -10.58592 1.09231 0.04 -0.43 -0.06
C -0.92524 -11.76511 0.76330 0.80 -0.21 0.13
O 0.21616 -12.02409 0.97920 -0.49 0.11 -0.08
O -1.80420 -12.60796 0.15515 0.17 0.35 0.14
H -3.70356 -12.22869 -0.59923 0.19 -0.12 0.01
H -3.59516 -12.47576 1.15700 0.05 0.03 -0.02
H -2.73321 -10.03627 -0.47549 0.01 -0.01 0.06
H -3.53641 -10.07700 1.10814 0.22 0.07 0.05
C 0.41000 12.93612 -2.26982 0.70 -0.48 -0.20
C 0.36116 14.43258 -2.17727 0.49 0.45 -0.10
O -1.03410 14.69767 -2.05764 -0.20 -0.43 0.13
C -1.61675 13.57635 -1.55498 -0.60 0.01 0.19
O -2.74674 13.51577 -1.17785 0.43 0.00 -0.14
O -0.74471 12.53331 -1.53754 -0.31 0.42 0.03
H 1.31559 12.51981 -1.82886 -0.20 -0.05 0.02
H 0.31844 12.57707 -3.29879 -0.05 0.05 0.03
H 0.87149 14.81421 -1.28896 -0.04 -0.05 -0.02
H 0.77578 14.91961 -3.05959 -0.21 0.06 0.05


Number 1: calculated total energy -125367.8403 eV, LUMO level -1.94 eV. Number 2: calculated total energy -296696.8421 eV, LUMO level -4.94 eV.